The following is a quantum chemistry calculation of a cluster of 6 separate species, C25H46NO10S6 in total in a non-equilibrium geometry, from the OMol25 dataset.

Output
HOMO energy = -11.850 eV
frontier orbital gap = 7.4 eV

Geometry as ORCA input:
```
! RIJCOSX wB97M-V def2-TZVPD def2/J DEFGRID3
* xyz 1 1
S -2.94 -3.00 -2.38
N -1.55 -2.76 -1.35
C -1.72 -2.12 -0.18
C -0.62 -1.92 0.65
C 0.62 -2.37 0.27
C 0.77 -3.06 -0.92
C -0.35 -3.24 -1.71
H -2.51 -2.28 -3.43
H -2.70 -1.76 0.09
H -0.75 -1.39 1.58
H 1.48 -2.19 0.90
H 1.72 -3.44 -1.23
H -0.29 -3.79 -2.64
C 5.19 -0.46 -4.30
C 3.79 -0.90 -4.72
C 3.12 -1.52 -3.49
S 3.86 -0.70 -2.06
O 4.59 -1.68 -1.30
O 2.88 0.13 -1.41
C 5.02 0.29 -2.99
H 5.66 0.17 -5.05
H 5.83 -1.33 -4.15
H 3.22 -0.04 -5.06
H 3.82 -1.62 -5.54
H 2.04 -1.34 -3.47
H 3.33 -2.58 -3.40
H 5.94 0.39 -2.41
H 4.56 1.27 -3.14
C -0.25 2.22 0.54
C -0.02 1.31 -0.67
C -0.84 1.89 -1.83
S -0.96 3.66 -1.53
O -2.34 3.98 -1.29
O -0.19 4.36 -2.53
C -0.08 3.65 0.03
H 0.45 2.01 1.35
H -1.26 2.09 0.93
H 1.04 1.30 -0.92
H -0.30 0.28 -0.47
H -0.37 1.73 -2.80
H -1.86 1.49 -1.85
H -0.51 4.40 0.69
H 0.96 3.88 -0.17
C -7.60 -4.86 -1.50
C -8.23 -6.12 -2.12
C -7.36 -6.51 -3.32
S -5.70 -5.93 -2.96
O -5.34 -4.90 -3.90
O -4.82 -7.05 -2.73
C -6.11 -5.15 -1.40
H -8.03 -4.64 -0.52
H -7.77 -4.00 -2.15
H -8.23 -6.92 -1.39
H -9.26 -5.95 -2.42
H -7.32 -7.59 -3.47
H -7.69 -6.02 -4.24
H -5.50 -4.26 -1.27
H -5.89 -5.87 -0.61
C 3.93 -2.51 4.59
C 4.10 -2.80 3.09
C 4.33 -1.45 2.39
S 5.08 -0.37 3.61
O 4.16 0.70 3.90
O 6.45 -0.10 3.24
C 5.04 -1.54 4.96
H 3.97 -3.42 5.18
H 2.96 -2.04 4.76
H 4.97 -3.44 2.94
H 3.24 -3.32 2.67
H 4.99 -1.53 1.53
H 3.39 -0.98 2.08
H 4.87 -1.01 5.89
H 6.01 -2.04 4.99
C -1.87 8.26 3.60
C -0.68 8.50 4.53
C 0.33 7.36 4.28
S 0.09 6.85 2.58
O -0.40 5.49 2.57
O 1.23 7.22 1.79
C -1.28 7.95 2.23
H -2.53 9.12 3.56
H -2.46 7.40 3.95
H -0.22 9.46 4.30
H -0.98 8.53 5.58
H 1.36 7.68 4.40
H 0.13 6.50 4.92
H -1.97 7.46 1.55
H -0.86 8.84 1.76
*
```

***

The following is a quantum chemistry calculation of a structure of composition C25H46O3P2SV in a non-equilibrium geometry, from the OMol25 dataset.

Output
HOMO energy (spin up / spin down) = -9.802 / -9.803 eV
frontier orbital gap (spin up / spin down) = 3.4 / 4.2 eV

Geometry as ORCA input:
```
! RIJCOSX wB97M-V def2-TZVPD def2/J DEFGRID3
* xyz 1 3
V -0.37 -1.97 0.33
C -0.45 -1.89 2.47
C -1.77 -2.04 1.98
C -0.52 -3.87 1.30
C 0.35 -3.01 2.04
C -1.82 -3.26 1.26
C 0.01 -0.84 3.42
H -0.78 -0.07 3.53
H 0.93 -0.38 3.02
H 0.29 -1.25 4.41
C 1.81 -3.13 2.19
H 2.27 -2.15 2.37
H 2.21 -3.57 1.28
H 2.08 -3.76 3.04
C -0.19 -5.18 0.69
H -0.80 -5.97 1.18
H 0.86 -5.44 0.82
H -0.39 -5.16 -0.39
C -3.04 -3.94 0.76
H -3.10 -4.94 1.24
H -3.00 -4.07 -0.33
H -3.95 -3.40 1.03
C -2.98 -1.26 2.35
H -3.66 -1.84 3.00
H -3.55 -1.00 1.45
H -2.71 -0.34 2.89
C 1.92 2.46 1.04
C 1.14 2.74 2.11
C -0.35 2.76 2.06
C -1.01 3.33 0.71
C -1.60 2.29 -0.20
C -0.99 1.09 -0.41
C 0.45 0.75 -0.12
C 1.47 1.91 -0.25
H -0.69 3.45 2.87
H -0.34 4.04 0.15
H -0.81 1.78 2.30
H 1.06 2.75 -0.87
H 2.97 2.77 1.03
H 1.62 2.99 3.06
H 2.37 1.55 -0.77
H 0.50 0.36 0.93
H -1.58 0.12 -0.53
H 0.83 -0.09 -0.74
H -1.88 3.96 0.98
H -2.66 2.42 -0.51
P 0.01 2.17 -2.81
P -0.97 -0.71 -3.21
C -0.88 1.90 -4.42
C -0.71 0.43 -4.75
H -0.39 2.54 -5.17
H -1.92 2.24 -4.30
H -1.43 0.13 -5.52
H 0.31 0.23 -5.14
C -0.83 -2.13 -4.38
H -1.35 -2.99 -3.96
H 0.24 -2.34 -4.53
H -1.26 -1.88 -5.36
C -2.81 -0.49 -3.36
H -3.10 -0.38 -4.41
H -3.13 0.40 -2.80
H -3.29 -1.39 -2.96
C 1.69 2.34 -3.57
H 2.41 2.66 -2.80
H 1.63 3.11 -4.36
H 2.00 1.40 -4.02
C -0.40 3.98 -2.78
H -1.49 4.10 -2.71
H -0.06 4.44 -3.72
H 0.08 4.48 -1.92
C 4.63 0.63 4.97
S 4.26 0.86 3.23
O 4.19 2.34 3.09
O 5.34 0.19 2.53
O 2.95 0.22 3.02
H 5.56 1.16 5.22
H 4.76 -0.43 5.18
H 3.81 1.05 5.57
*
```